No. 1
{"formula": "C3H8BrIOSi", "method": "the ωB97M-V functional and the def2-TZVPD basis", "symbols": ["C", "Si", "Br", "I", "H", "H", "C", "C", "O", "H", "H", "H", "H", "H", "H"], "xyz": [[2.20050, -1.69178, 0.36175], [3.05068, -0.16841, 0.20605], [5.31279, -0.62633, 0.12233], [2.68253, 2.17912, 0.51937], [2.87471, -2.50212, 0.02884], [1.02545, -1.74540, 0.33999], [-2.14209, 1.24404, 0.33991], [-1.83146, -0.18660, -0.22559], [-1.15609, -0.22009, -1.45966], [-1.16686, 1.84815, 0.30632], [-3.03741, 1.50455, -0.23216], [-2.24323, 1.13610, 1.38069], [-2.86181, -0.59702, -0.23188], [-1.09712, -0.55674, 0.58336], [-1.61060, 0.38251, -2.03933]], "forces_ev_per_angstrom": [[-1.55, 1.68, -0.56], [0.86, -2.03, 0.17], [-1.09, 0.53, -0.01], [-0.15, -0.25, 0.02], [-0.79, 0.23, 0.35], [2.69, -0.18, 0.01], [2.37, -0.67, -2.00], [0.81, 1.20, 2.59], [-0.08, -0.28, 0.46], [-1.71, -0.22, -0.75], [0.35, 1.26, 0.54], [-1.08, -0.13, 1.34], [0.94, -0.98, -0.09], [-1.38, -0.52, -1.53], [-0.19, 0.34, -0.54]], "nbo_charge": [-1.158, 1.041, -0.312, -0.093, 0.258, 0.263, -0.648, -0.060, -0.710, 0.212, 0.205, 0.216, 0.158, 0.168, 0.462], "energy_ev": -91308.0747, "e_above_lowest_kj_mol": 388.9, "smiles": "C=[Si](Br)I.CCO", "total_charge": 0, "orbital_gap_ev": 8.053}



No. 2
{"formula": "C37H54NP3PdSSi", "method": "the ωB97M-V functional and the def2-TZVPD basis", "symbols": ["Pd", "C", "C", "C", "P", "C", "C", "C", "C", "C", "C", "C", "C", "C", "Si", "C", "C", "C", "C", "C", "C", "P", "C", "C", "C", "C", "C", "C", "C", "C", "C", "C", "C", "C", "P", "C", "C", "C", "C", "C", "C", "H", "H", "H", "H", "H", "H", "H", "H", "H", "H", "H", "H", "H", "H", "H", "H", "H", "H", "H", "H", "H", "H", "H", "H", "H", "H", "H", "H", "H", "H", "H", "H", "H", "H", "H", "H", "H", "H", "H", "H", "H", "H", "H", "H", "H", "H", "H", "H", "H", "H", "H", "H", "H", "H", "S", "C", "N"], "xyz": [[0.17624, -0.02307, -0.78070], [0.70844, -3.05612, 3.71537], [0.05310, -3.63875, 2.47099], [0.99940, -4.67767, 1.87596], [-0.42226, -2.35491, 1.18990], [-1.64144, -3.44554, 0.27434], [-1.69228, -3.24646, -1.24618], [-3.05032, -3.59476, 0.84269], [-1.23591, -1.14457, 2.31278], [-2.27600, -1.43834, 3.18482], [-2.71167, -0.50630, 4.11326], [-2.10167, 0.73319, 4.19682], [-1.05813, 1.04202, 3.33738], [-0.61344, 0.12278, 2.38590], [0.81131, 0.59343, 1.24637], [2.41764, -0.27351, 1.74785], [2.92245, -0.27557, 3.04583], [4.07464, -0.98284, 3.35719], [4.71918, -1.72745, 2.37840], [4.23688, -1.72861, 1.07877], [3.10770, -0.98658, 0.75920], [2.46651, -0.66847, -0.91910], [3.62170, 0.68249, -1.44676], [3.12818, 1.41202, -2.69001], [5.07948, 0.26768, -1.59758], [2.93633, -2.14361, -1.91455], [2.35334, -3.41048, -1.30086], [2.47461, -1.98650, -3.36237], [1.12533, 2.45904, 1.36433], [1.78781, 2.98059, 2.48248], [1.99174, 4.34197, 2.62502], [1.53293, 5.21911, 1.64655], [0.87821, 4.72544, 0.53600], [0.67509, 3.35462, 0.38439], [-0.30910, 2.60448, -0.96541], [0.04890, 3.56316, -2.52670], [1.42878, 4.22816, -2.65141], [-0.25534, 2.66683, -3.73244], [-1.96868, 3.32043, -0.54959], [-2.42205, 2.87669, 0.83128], [-3.00535, 3.02077, -1.62977], [0.82470, -3.83773, 4.46856], [0.13609, -2.24443, 4.16390], [1.70127, -2.68342, 3.47653], [-0.88162, -4.13063, 2.77176], [1.96423, -4.21626, 1.66641], [0.64228, -5.13653, 0.95284], [1.17270, -5.48209, 2.59407], [-1.15067, -4.41773, 0.43325], [-2.53039, -2.61926, -1.53495], [-1.80323, -4.21851, -1.73175], [-0.78575, -2.77264, -1.64278], [-3.58929, -2.64847, 0.87687], [-3.04954, -4.03495, 1.84046], [-3.61613, -4.27270, 0.19959], [-2.75624, -2.40420, 3.15316], [-3.53828, -0.75150, 4.76665], [-2.44733, 1.46744, 4.91227], [-0.61052, 2.02408, 3.39449], [2.38936, 0.22512, 3.84243], [4.44704, -0.98941, 4.37247], [5.59793, -2.30777, 2.62561], [4.75220, -2.30265, 0.31832], [3.54219, 1.37869, -0.59779], [3.24976, 0.80915, -3.59033], [3.69346, 2.33309, -2.83781], [2.07271, 1.67306, -2.60364], [5.21978, -0.36825, -2.47362], [5.46354, -0.25816, -0.72459], [5.69684, 1.15497, -1.74473], [4.03020, -2.21030, -1.90466], [1.28573, -3.30061, -1.10319], [2.83380, -3.67084, -0.36057], [2.48326, -4.24588, -1.99019], [1.39971, -1.78103, -3.41615], [2.66369, -2.91180, -3.90732], [2.99702, -1.18590, -3.88408], [2.15844, 2.32265, 3.25355], [2.51022, 4.72334, 3.49468], [1.68784, 6.28428, 1.75352], [0.51931, 5.41474, -0.21850], [-0.71429, 4.34971, -2.51723], [1.93773, 3.87301, -3.54681], [2.08854, 4.03075, -1.80581], [1.33130, 5.30978, -2.73980], [0.45362, 1.84110, -3.79611], [-0.18145, 3.24246, -4.65609], [-1.25541, 2.23626, -3.68122], [-1.79974, 4.40804, -0.53295], [-2.33286, 1.80350, 0.96056], [-3.47742, 3.11306, 0.97404], [-1.84486, 3.36967, 1.61550], [-3.13059, 1.94987, -1.78722], [-2.74357, 3.48536, -2.58078], [-3.96801, 3.42663, -1.32174], [-4.71805, -0.07143, 0.27830], [-3.19121, -0.19752, -0.30735], [-2.10728, -0.29462, -0.73680]], "forces_ev_per_angstrom": [[0.20, 0.57, -0.60], [-0.05, 0.04, 0.11], [-0.15, -0.03, 0.10], [0.03, -0.11, -0.01], [-0.03, -0.21, 0.19], [0.07, -0.31, 0.03], [0.18, 0.13, -0.05], [-0.03, 0.03, 0.00], [0.19, 0.26, -0.16], [-0.01, -0.03, -0.04], [-0.06, 0.04, 0.05], [-0.01, -0.01, -0.02], [-0.08, -0.08, -0.04], [-0.02, -0.16, 0.04], [0.07, 0.01, 0.31], [-0.02, -0.08, -0.02], [0.03, -0.16, 0.03], [-0.03, -0.09, -0.03], [0.00, -0.01, 0.05], [0.05, -0.01, -0.07], [-0.25, 0.31, -0.06], [-0.46, -0.22, 0.10], [-0.09, 0.14, 0.11], [-0.09, -0.01, -0.05], [0.05, -0.01, -0.03], [0.12, 0.02, -0.08], [-0.08, -0.08, 0.05], [-0.09, 0.05, -0.06], [0.06, 0.12, 0.00], [-0.02, 0.10, -0.12], [-0.03, 0.10, -0.08], [0.10, -0.02, 0.16], [-0.07, -0.04, -0.12], [-0.06, -0.28, 0.00], [0.01, -0.20, 0.23], [-0.22, 0.10, -0.04], [0.10, -0.01, 0.04], [-0.04, -0.04, 0.02], [0.05, 0.19, -0.14], [-0.09, 0.07, 0.12], [0.01, -0.04, -0.03], [0.03, -0.04, 0.03], [0.00, -0.02, -0.01], [0.15, 0.11, -0.03], [0.03, -0.01, -0.03], [0.09, 0.05, -0.03], [-0.03, 0.03, 0.01], [-0.01, -0.03, 0.02], [-0.04, 0.20, -0.05], [-0.01, 0.06, -0.01], [-0.05, -0.01, -0.02], [-0.12, -0.09, 0.08], [0.01, 0.05, -0.04], [0.02, 0.00, 0.05], [-0.03, -0.01, -0.02], [-0.01, -0.04, -0.01], [-0.02, 0.00, 0.03], [0.00, 0.00, 0.04], [0.07, 0.09, 0.00], [-0.06, 0.08, 0.06], [0.02, 0.01, 0.04], [0.03, -0.01, 0.02], [0.01, -0.02, -0.01], [-0.01, -0.05, -0.08], [0.03, 0.00, 0.00], [0.03, 0.00, 0.02], [0.13, -0.05, 0.07], [-0.01, -0.02, -0.02], [-0.02, 0.00, 0.03], [0.02, 0.04, -0.01], [-0.04, -0.02, 0.00], [0.00, 0.02, -0.02], [0.00, 0.02, 0.05], [0.03, -0.05, -0.02], [0.06, -0.03, 0.03], [-0.01, -0.03, -0.03], [-0.01, -0.01, 0.02], [0.04, -0.10, 0.08], [0.01, 0.01, 0.02], [0.01, 0.03, 0.02], [-0.03, 0.01, -0.04], [0.12, 0.00, -0.02], [0.01, 0.03, -0.03], [-0.03, -0.01, -0.01], [0.00, 0.03, 0.02], [0.00, -0.03, -0.02], [0.00, 0.04, -0.04], [0.00, -0.02, 0.01], [-0.03, -0.07, 0.01], [0.03, -0.15, 0.01], [0.00, 0.07, 0.02], [0.01, -0.02, 0.00], [0.00, -0.01, 0.03], [-0.01, 0.00, -0.03], [-0.07, 0.00, 0.01], [0.37, 0.00, -0.11], [-0.50, -0.07, 0.11], [0.52, -0.03, -0.10]], "mulliken_charge": [-1.855, -1.436, 0.281, -1.487, 1.966, 0.719, -1.403, -1.704, -0.348, -0.748, -1.151, -0.781, -0.522, 1.201, 0.799, 0.313, -0.637, -1.049, -0.946, -0.169, -0.111, 1.115, 1.069, -1.099, -1.699, 0.609, -1.450, -1.626, 0.488, -0.383, -0.861, -0.962, -0.398, 0.126, 1.401, 0.233, -1.689, -1.674, 0.323, -0.953, -1.576, 0.505, 0.224, 0.231, 0.621, 0.179, 0.325, 0.450, 0.392, 0.415, 0.441, -0.019, 0.232, 0.344, 0.450, 0.297, 0.392, 0.410, 0.474, 0.360, 0.415, 0.428, 0.421, 0.109, 0.138, 0.558, -0.301, 0.315, 0.382, 0.473, 0.603, -0.015, 0.167, 0.604, 0.205, 0.499, 0.322, 0.317, 0.431, 0.436, 0.396, 1.144, 0.541, 0.324, 0.287, 0.200, 0.483, 0.398, 0.514, -0.313, 0.516, 0.261, 0.203, 0.397, 0.457, -0.379, 0.052, -0.631], "energy_ev": -90797.5345, "e_above_lowest_kj_mol": 79.2, "total_charge": 0, "orbital_gap_ev": 6.516}



No. 3
{"formula": "C22H29N5O6", "method": "the ωB97M-V functional and the def2-TZVPD basis", "symbols": ["O", "N", "O", "C", "C", "C", "C", "C", "C", "H", "H", "H", "H", "H", "O", "N", "O", "C", "C", "C", "C", "C", "C", "H", "H", "H", "H", "H", "C", "O", "C", "C", "O", "C", "H", "H", "H", "H", "H", "H", "H", "H", "H", "H", "C", "C", "N", "H", "H", "H", "C", "C", "N", "H", "H", "H", "C", "C", "N", "H", "H", "H"], "xyz": [[-6.33466, 3.44551, 5.32666], [-5.68880, 3.55783, 4.35143], [-5.70967, 4.56132, 3.65386], [-4.83244, 2.46612, 3.95395], [-4.60612, 1.43761, 4.85433], [-3.66703, 0.42815, 4.53427], [-3.13565, 0.43823, 3.22423], [-3.42689, 1.41848, 2.28076], [-4.21939, 2.48816, 2.67303], [-5.00198, 1.44851, 5.85910], [-3.50357, -0.40040, 5.20747], [-2.49297, -0.35895, 2.88096], [-2.96163, 1.52079, 1.31151], [-4.41531, 3.31444, 2.00574], [4.89955, -7.72890, -4.09405], [3.71204, -7.61998, -4.32146], [3.05618, -8.52756, -4.79244], [3.09433, -6.34599, -4.00672], [3.77789, -5.34930, -3.37177], [3.12349, -4.10708, -3.11439], [1.79109, -3.89083, -3.40937], [1.05562, -4.92456, -4.01477], [1.73575, -6.14748, -4.33008], [4.81671, -5.44003, -3.09068], [3.68202, -3.32728, -2.61805], [1.29527, -2.93334, -3.34780], [0.05450, -4.70252, -4.35366], [1.25543, -6.90094, -4.93670], [-2.26142, 2.60721, -1.41309], [-1.73333, 3.12078, -0.16296], [-1.21565, 4.47279, -0.25824], [-0.41687, 4.92116, 0.97988], [0.93497, 4.50205, 0.88190], [1.73279, 5.10536, 1.85284], [-2.30262, 1.51839, -1.38345], [-1.59780, 2.83944, -2.24601], [-3.24155, 3.06868, -1.53346], [-2.04055, 5.16290, -0.43540], [-0.66409, 4.50248, -1.19793], [-0.84462, 4.49978, 1.88960], [-0.43823, 6.01092, 0.97202], [2.76319, 4.77093, 1.73235], [1.46664, 4.70375, 2.83059], [1.72722, 6.19534, 1.85213], [3.10236, 0.19874, -2.54692], [3.90732, -0.41322, -1.56221], [4.58745, -0.91164, -0.74977], [2.41244, 0.93227, -2.12976], [2.58711, -0.57250, -3.11948], [3.64981, 0.82625, -3.25022], [1.73076, -3.44435, 1.19799], [1.27442, -2.43869, 2.16843], [0.89086, -1.65452, 2.91419], [2.51279, -2.87629, 0.69417], [1.00429, -3.61595, 0.40371], [2.02902, -4.33110, 1.75729], [0.02793, 0.75207, 0.57208], [0.43577, -0.23620, -0.40167], [0.77960, -1.05430, -1.12894], [0.75423, 0.68947, 1.38243], [-0.99341, 0.54149, 0.88927], [0.08543, 1.78648, 0.23326]], "forces_ev_per_angstrom": [[-1.60, -0.66, 2.76], [0.74, 1.28, -2.12], [0.32, -0.03, -0.44], [1.23, -0.86, -1.25], [1.40, -0.60, 0.23], [-1.07, 0.93, -1.77], [0.00, -0.64, 0.32], [-0.22, 1.15, 1.06], [-0.86, -0.15, 0.97], [-0.37, 0.17, -0.14], [0.24, 0.12, 0.04], [0.20, -0.23, 0.32], [0.07, -0.48, -0.04], [-0.03, 0.05, 0.06], [0.32, 0.35, 0.22], [0.82, -0.85, -0.22], [-0.63, 0.38, -0.02], [-2.26, 0.69, -0.01], [-0.01, 1.85, 0.55], [0.59, -0.89, 0.30], [-0.40, -0.99, -1.02], [2.00, -1.10, -0.40], [-0.55, 1.14, -0.04], [-0.01, -0.21, -0.05], [0.19, 0.06, -0.04], [0.23, 0.17, 0.58], [-0.11, -0.43, 0.02], [-0.19, -0.13, 0.23], [0.47, 0.84, 1.01], [0.36, 0.05, -0.19], [-0.49, -0.85, -0.28], [0.10, -0.67, -1.24], [-0.31, 0.00, -0.82], [0.75, -0.73, 0.77], [-0.25, 0.07, 0.41], [0.01, 0.32, -0.11], [-0.12, -0.28, -0.47], [-0.33, 0.12, 0.34], [0.72, 0.27, 0.20], [-0.34, 0.19, 0.13], [-0.18, 0.18, 0.30], [0.00, 0.06, -0.43], [-0.28, 0.37, 0.40], [-0.29, 0.12, -0.10], [-0.89, 1.16, -1.55], [2.58, -1.50, 2.92], [-1.64, 1.03, -1.86], [-0.29, -0.50, 0.28], [-0.26, 0.20, 0.11], [0.59, -0.36, -0.02], [0.01, 1.28, 0.22], [-0.73, -0.38, -0.16], [0.07, 0.10, 0.01], [0.69, -0.72, -0.09], [-0.27, -0.21, 0.41], [0.23, 0.02, -0.51], [0.38, 0.30, 0.32], [-0.01, 0.00, -0.17], [-0.08, -0.18, -0.14], [-0.35, -0.21, 0.37], [0.22, 0.04, 0.23], [-0.13, -0.21, -0.41]], "nbo_charge": [-0.354, 0.534, -0.406, 0.005, -0.180, -0.211, -0.164, -0.233, -0.168, 0.246, 0.230, 0.219, 0.232, 0.244, -0.374, 0.525, -0.373, 0.006, -0.175, -0.213, -0.188, -0.206, -0.178, 0.250, 0.228, 0.231, 0.223, 0.244, -0.258, -0.575, -0.077, -0.087, -0.542, -0.253, 0.194, 0.175, 0.185, 0.174, 0.181, 0.189, 0.177, 0.196, 0.167, 0.169, -0.737, 0.302, -0.345, 0.259, 0.264, 0.255, -0.730, 0.314, -0.379, 0.274, 0.265, 0.256, -0.747, 0.336, -0.411, 0.279, 0.252, 0.283], "energy_ev": -43011.4268, "smiles": "O=[N+]([O-])c1ccccc1.O=[N+]([O-])c1ccccc1.COCCOC.CC#N.CC#N.CC#N", "total_charge": 0, "orbital_gap_ev": 9.432}